Molecular formula: C24H13ClN3O7PdS
Method: DFT, wB97M-V/def2-TZVPD

The value obtained for the HOMO energy is -0.118 Ha. As for the orbital gap: 3.61 eV. As for the LUMO energy: 0.395 eV. As for the charge: -1. The calculation puts the energy above the lowest of the compared OMol25 structures with the same formula, charge and spin at 0.0000 eV.

Each line ends with the natural charge from an NBO analysis.
Element x y z (Å)
Pd -0.129 -0.041 -0.095  1.034
Cl -5.954 4.352 4.554  -0.025
S -1.836 -1.501 1.923  0.584
O 0.801 1.506 -0.849  -0.679
O 1.695 0.253 1.621  -0.736
O -1.737 0.878 0.732  -0.750
O -0.358 2.451 1.474  -0.634
O 4.374 4.106 0.849  -0.564
O 3.787 2.009 2.810  -0.578
O 2.829 3.510 -1.584  -0.635
N -0.903 -1.706 0.543  -0.610
N -0.304 -3.959 0.985  -0.598
N 1.149 -1.269 -1.004  -0.370
C -3.057 -3.472 3.376  -0.192
C -3.600 1.704 2.745  -0.198
C 3.562 3.212 0.713  0.368
C -2.493 -5.797 3.293  -0.209
C -2.699 3.892 2.318  -0.181
C 2.761 -3.302 -1.999  -0.165
C -4.627 2.268 3.481  -0.246
C -4.680 3.644 3.618  -0.042
C -3.257 -4.770 3.820  -0.221
C -1.528 -5.522 2.338  -0.252
C -0.085 -2.742 0.355  0.412
C 2.081 -1.008 -1.911  0.071
C -2.092 -3.184 2.427  -0.258
C 2.910 -1.974 -2.443  -0.216
C 2.709 2.959 -0.500  0.333
C 2.155 1.306 1.150  0.310
C -3.734 4.469 3.032  -0.240
C 1.781 1.874 -0.146  0.218
C -2.626 2.513 2.172  -0.050
C 1.801 -3.600 -1.078  -0.212
C 0.965 -2.571 -0.569  0.131
C -1.304 -4.219 1.901  0.222
C 3.242 2.144 1.730  0.357
C -1.462 1.921 1.413  0.743
H -3.811 5.540 3.141  0.221
H -5.384 1.655 3.949  0.216
H 2.176 0.025 -2.226  0.261
H 3.403 -4.078 -2.388  0.222
H -1.935 4.505 1.865  0.242
H 3.662 -1.712 -3.167  0.234
H -3.538 0.634 2.619  0.221
H -3.642 -2.657 3.771  0.222
H 0.259 -4.738 0.685  0.401
H -4.001 -4.977 4.576  0.216
H 1.675 -4.617 -0.739  0.205
H -2.641 -6.816 3.622  0.214
H -0.926 -6.320 1.924  0.201

Molecular formula: CH5IN2
Method: DFT, wB97M-V/def2-TZVPD

The value obtained for the HOMO energy is -0.296 Ha. As for the orbital gap: 8.46 eV. As for the LUMO energy: 0.396 eV. The calculation puts the energy above the lowest of the compared OMol25 structures with the same formula, charge and spin at 2.3339 eV.

Each line ends with the natural charge from an NBO analysis.
Element x y z (Å)
I 1.915 0.331 0.215  0.129
N -0.834 0.760 -0.723  -0.213
N -0.597 1.922 -1.105  -0.539
C -0.119 -0.127 -0.091  -0.329
H -1.798 0.466 -1.024  0.412
H -0.463 -1.184 0.035  0.232
H 0.403 2.223 -0.877  0.321
H 0.732 -2.492 2.055  0.018
H 0.760 -1.901 1.515  -0.030

Molecular formula: C10H4AuCl2NOS3
Method: DFT, wB97M-V/def2-TZVPD

The value obtained for the HOMO energy is -0.302 Ha. As for the orbital gap: 5.16 eV. As for the LUMO energy: -3.050 eV.

Each line ends with the natural charge from an NBO analysis.
Element x y z (Å)
Au 0.669 -1.159 -2.256  0.942
Cl -1.690 2.926 3.158  0.007
Cl -1.847 3.200 -2.207  0.031
S 2.724 -2.005 -3.028  0.153
S 2.766 -4.792 -4.030  0.060
S 0.374 -3.361 -3.028  0.153
O -0.373 0.646 -2.126  -0.814
N 0.386 -0.668 0.098  -0.520
C -0.286 0.495 0.263  0.092
C 2.023 -3.503 -3.421  -0.617
C 0.530 -0.918 2.460  -0.269
C -0.666 1.153 -0.949  0.370
C 0.780 -1.351 1.148  0.081
C -0.583 1.009 1.542  -0.114
C -1.657 2.870 0.471  -0.213
C -1.288 2.231 1.614  -0.036
C -1.349 2.336 -0.793  -0.115
C -0.147 0.255 2.652  -0.103
H -0.357 0.618 3.650  0.235
H 0.872 -1.511 3.296  0.230
H -2.197 3.806 0.527  0.245
H 1.314 -2.276 0.958  0.205

Among the records above, which one has the lowest orbital gap?
C24H13ClN3O7PdS